Here is a molecular structure, C28H63F3MnN8O12S from OMol25. Energies are from ωB97M-V/def2-TZVPD.

## Properties
Gap between HOMO and LUMO (spin up / spin down), eV: 8.0 / 7.6
Charge: 0
Multiplicity: 6
<S²>: 8.75
LUMO level (spin up / spin down), Ha: -0.0042 / -0.0164

Last column: Mulliken charge in e.
Atoms and positions in Å:
Mn (-10.351, -15.698, -1.442)  0.8306
C (-10.028, -20.070, -0.755)  0.5737
F (-11.321, -20.303, -0.757)  -0.1906
F (-9.404, -21.175, -0.303)  -0.2078
F (-9.611, -19.737, -2.062)  -0.2054
S (-9.590, -18.572, 0.458)  1.1812
O (-9.840, -17.368, -0.347)  -0.9334
O (-10.518, -18.520, 1.592)  -0.5938
O (-8.198, -18.704, 0.886)  -0.6122
C (-6.714, -14.942, 0.346)  1.4931
C (-7.983, -14.099, 0.397)  0.6095
C (-7.582, -12.606, 0.247)  -1.1537
O (-8.994, -14.512, -0.423)  0.0334
H (-5.961, -14.765, 1.114)  0.1761
H (-6.223, -14.781, -0.613)  -0.6737
H (-6.908, -16.013, 0.405)  -1.0047
H (-8.367, -14.243, 1.407)  -0.3644
H (-7.038, -12.263, 1.127)  0.4467
H (-8.437, -11.950, 0.083)  0.2641
H (-6.804, -12.492, -0.508)  0.0794
C (-6.953, -7.995, -0.288)  0.0737
O (-7.429, -8.929, -0.970)  -0.5930
N (-6.158, -8.171, 0.764)  0.2510
C (-5.767, -7.025, 1.562)  -1.0008
C (-5.780, -9.416, 1.273)  -0.9221
H (-7.183, -6.929, -0.440)  0.2912
H (-6.267, -7.069, 2.530)  0.3695
H (-5.845, -6.016, 1.156)  0.3418
H (-4.703, -6.985, 1.798)  0.3182
H (-4.692, -9.464, 1.319)  0.4282
H (-6.065, -9.516, 2.320)  0.3696
H (-5.965, -10.328, 0.706)  0.1165
C (-9.225, -15.761, 3.821)  0.3420
O (-10.296, -15.507, 4.410)  -0.7228
N (-8.083, -15.575, 4.429)  0.1477
C (-8.083, -15.139, 5.837)  -1.0043
C (-6.787, -15.762, 3.766)  0.3847
H (-9.111, -16.361, 2.905)  0.2522
H (-9.057, -14.943, 6.285)  0.3306
H (-7.473, -14.240, 5.932)  0.2915
H (-7.647, -15.836, 6.552)  0.3363
H (-6.868, -16.295, 2.818)  -0.5270
H (-6.384, -14.777, 3.531)  -0.2567
H (-6.097, -16.283, 4.429)  0.4496
C (-8.261, -16.755, -3.748)  -0.2880
O (-9.062, -16.330, -2.893)  -0.0743
N (-7.034, -17.336, -3.509)  0.5445
C (-6.022, -17.726, -4.509)  -0.8166
C (-6.736, -17.504, -2.051)  0.1585
H (-8.476, -16.664, -4.823)  0.3810
H (-6.571, -17.943, -5.425)  0.3554
H (-5.508, -18.634, -4.194)  0.2570
H (-5.263, -16.947, -4.428)  0.2340
H (-5.833, -16.942, -1.811)  -0.3373
H (-7.573, -17.309, -1.380)  -0.6236
H (-6.535, -18.552, -1.827)  0.3830
C (-6.488, -12.536, -5.389)  -0.0181
O (-5.638, -12.783, -6.220)  -0.6204
N (-6.542, -13.068, -4.195)  0.3291
C (-7.841, -12.996, -3.523)  -0.7995
C (-5.537, -13.906, -3.606)  -1.0186
H (-7.363, -11.886, -5.544)  0.3690
H (-8.634, -12.950, -4.269)  0.6062
H (-7.776, -12.087, -2.924)  0.3922
H (-8.010, -13.845, -2.861)  -0.3238
H (-5.346, -13.659, -2.561)  0.1380
H (-5.767, -14.971, -3.619)  0.2934
H (-4.502, -13.754, -3.913)  0.4034
C (-11.946, -13.307, -2.613)  0.1028
O (-11.104, -14.152, -2.665)  -0.6817
N (-11.701, -12.030, -2.178)  0.2522
C (-12.687, -10.962, -2.211)  -0.9309
C (-10.392, -11.677, -1.669)  -0.2197
H (-12.950, -13.389, -3.056)  0.3358
H (-12.291, -10.098, -2.743)  0.3060
H (-12.979, -10.804, -1.173)  0.3500
H (-13.502, -11.314, -2.844)  0.3205
H (-9.988, -10.730, -2.029)  0.4391
H (-10.718, -11.407, -0.665)  0.4948
H (-9.650, -12.475, -1.684)  -0.7764
C (-3.245, -14.734, -0.454)  0.0382
O (-3.340, -13.481, -0.392)  -0.6958
N (-2.887, -15.327, -1.563)  0.3302
C (-2.931, -16.789, -1.610)  -0.5920
C (-2.351, -14.665, -2.763)  -1.1527
H (-3.530, -15.478, 0.306)  0.4110
H (-3.920, -17.129, -1.303)  -0.0261
H (-2.184, -17.175, -0.915)  0.3068
H (-2.707, -17.078, -2.636)  0.3708
H (-1.363, -15.039, -3.034)  0.4464
H (-3.067, -14.895, -3.551)  0.4817
H (-2.198, -13.591, -2.659)  0.2523
C (-2.398, -11.050, 2.338)  -0.0123
O (-1.453, -10.361, 2.670)  -0.6215
N (-3.313, -11.557, 3.208)  0.1975
C (-4.623, -12.057, 2.713)  -0.5389
C (-3.299, -11.278, 4.670)  -1.0439
H (-2.619, -11.308, 1.290)  0.4831
H (-5.461, -11.361, 2.756)  0.2082
H (-5.032, -12.852, 3.337)  -0.0146
H (-4.641, -12.338, 1.660)  0.2694
H (-3.800, -12.041, 5.266)  0.3355
H (-2.307, -11.276, 5.122)  0.3515
H (-3.764, -10.365, 5.039)  0.3331
C (-5.144, -18.181, 1.150)  1.3428
O (-4.768, -17.223, 1.838)  -0.7655
N (-4.571, -19.428, 1.137)  0.2055
C (-5.004, -20.491, 0.260)  -0.5781
C (-3.652, -19.879, 2.095)  -1.1358
H (-5.992, -18.161, 0.447)  -0.5754
H (-4.119, -20.887, -0.237)  0.3424
H (-5.720, -20.018, -0.412)  -0.0311
H (-5.439, -21.313, 0.829)  0.3332
H (-2.682, -19.957, 1.605)  0.3491
H (-3.639, -19.056, 2.809)  0.3042
H (-3.861, -20.832, 2.581)  0.3589


Here is a molecular structure, C28H63N3O5 from OMol25. Energies are from ωB97M-V/def2-TZVPD.

## Properties
Gap between HOMO and LUMO, eV: 5.6
Charge: 0
LUMO level, Ha: 0.0096

Last column: Mulliken charge in e.
Atoms and positions in Å:
C (-1.833, -2.050, -3.232)  -0.8332
O (-0.707, -2.736, -2.517)  -0.7443
H (-2.582, -1.587, -2.589)  0.1662
H (-1.505, -1.428, -4.065)  0.3010
H (-2.369, -2.860, -3.726)  0.2089
H (-0.132, -2.006, -2.277)  0.7514
O (0.143, -0.885, -1.893)  -1.1205
H (0.990, -0.715, -1.480)  0.6415
H (-0.134, -0.033, -2.230)  -0.8996
C (0.175, -0.294, 2.120)  -0.5512
C (1.460, 0.187, 1.420)  1.1012
C (1.407, 1.760, 1.484)  -1.3232
C (2.008, 2.215, 2.873)  -1.3753
C (3.411, 1.590, 3.086)  -1.4646
C (3.463, 0.065, 2.939)  1.7069
N (2.741, -0.399, 1.737)  0.9263
O (2.703, -1.787, 1.661)  -0.4803
C (4.949, -0.365, 2.757)  -1.9454
C (2.970, -0.515, 4.313)  -1.7213
C (1.279, -0.126, -0.092)  -1.0841
H (-0.742, -0.102, 1.563)  -0.2830
H (0.067, 0.184, 3.093)  0.2267
H (0.169, -1.347, 2.401)  0.3006
H (2.000, 2.120, 0.643)  0.4989
H (0.402, 2.171, 1.570)  0.0617
H (1.417, 1.922, 3.741)  0.3911
H (2.026, 3.305, 2.858)  0.4672
H (3.747, 1.814, 4.099)  0.6281
H (4.123, 2.105, 2.441)  0.3380
H (5.368, 0.005, 1.821)  0.3763
H (5.535, 0.110, 3.544)  0.4459
H (5.007, -1.453, 2.741)  0.4236
H (2.902, -1.601, 4.250)  0.3748
H (3.641, -0.248, 5.129)  0.4540
H (1.922, -0.354, 4.565)  0.2936
H (0.967, -1.168, -0.172)  0.3700
H (2.206, 0.058, -0.634)  -0.4701
H (0.530, 0.536, -0.526)  0.4676
H (3.513, -1.863, 1.153)  0.4233
C (1.912, 3.008, -3.527)  -1.6423
C (1.704, 1.883, -2.474)  1.3765
C (2.200, 2.479, -1.103)  -0.5425
C (1.197, 3.500, -0.472)  -2.0595
C (-0.084, 2.654, -0.244)  -0.4226
C (-0.723, 2.012, -1.504)  0.6893
N (0.340, 1.317, -2.345)  1.1231
O (-0.170, 0.691, -3.397)  -0.3679
C (-1.703, 0.953, -0.970)  -1.4329
C (-1.514, 3.085, -2.314)  -1.5671
C (2.701, 0.722, -2.707)  -1.8115
H (1.482, 2.594, -4.439)  0.3704
H (2.958, 3.302, -3.622)  0.3796
H (1.268, 3.846, -3.262)  0.3466
H (2.285, 1.701, -0.345)  0.3100
H (3.180, 2.956, -1.100)  0.6926
H (1.021, 4.389, -1.077)  0.6431
H (1.558, 3.796, 0.514)  0.6314
H (-0.761, 3.482, -0.036)  0.8676
H (-0.070, 2.025, 0.646)  -0.9986
H (-2.296, 0.347, -1.655)  0.9775
H (-1.121, 0.199, -0.441)  -0.7151
H (-2.373, 1.386, -0.227)  0.8436
H (-2.366, 3.425, -1.726)  0.4338
H (-0.918, 3.972, -2.523)  0.3301
H (-1.888, 2.761, -3.285)  0.4322
H (2.370, 0.148, -3.572)  0.4328
H (2.796, 0.072, -1.837)  0.7648
H (3.645, 1.205, -2.960)  0.5926
H (-0.394, 1.364, -4.044)  0.4422
C (-0.599, -1.773, 0.994)  -0.9881
C (-1.783, -2.684, 1.119)  2.2169
C (-2.686, -2.205, 2.270)  -1.0359
C (-3.650, -1.116, 1.924)  -0.6316
C (-4.447, -1.341, 0.597)  -1.3225
C (-3.427, -1.691, -0.620)  0.5124
N (-2.532, -2.745, -0.172)  0.7630
O (-1.957, -3.456, -1.183)  -0.7426
C (-4.332, -2.073, -1.822)  -1.0477
C (-2.692, -0.384, -1.036)  0.5081
C (-1.300, -4.057, 1.470)  -2.4685
H (0.082, -2.000, 0.175)  0.1149
H (-0.032, -1.852, 1.922)  0.4464
H (-0.894, -0.742, 0.796)  -1.6423
H (-3.143, -2.972, 2.894)  0.4757
H (-2.092, -1.676, 3.015)  0.1665
H (-3.114, -0.168, 1.883)  0.1204
H (-4.406, -0.980, 2.697)  0.6418
H (-5.125, -0.512, 0.395)  0.3843
H (-5.125, -2.152, 0.863)  0.4557
H (-5.110, -2.734, -1.439)  0.4947
H (-4.837, -1.210, -2.256)  0.1877
H (-3.855, -2.666, -2.602)  0.3342
H (-3.220, 0.318, -1.682)  0.2607
H (-2.395, 0.156, -0.137)  0.5537
H (-1.716, -0.557, -1.489)  0.2433
H (-0.829, -4.169, 2.446)  0.3593
H (-0.603, -4.441, 0.725)  0.3587
H (-2.107, -4.789, 1.512)  0.5602
H (-1.546, -2.829, -1.783)  0.5526


Ordered ΔE to the lowest compared entry with this formula, charge and spin results: 345.3 3733.5; unit kJ/mol.